# C33H36FN6O5RuS2

A structure of composition C33H36FN6O5RuS2 (wB97M-V/def2-TZVPD, the OMol25 dataset).

Last column: Löwdin charge in e.
Positions of all 84 atoms, in Å:
1 Ru -1.13 2.84 2.51  0.729
2 F -0.55 -1.89 -2.39  0.055
3 C 0.38 -1.56 -1.47  -0.193
4 C 0.13 -0.49 -0.66  0.092
5 C 1.01 -0.15 0.37  -0.033
6 C 0.77 1.05 1.16  -0.267
7 O -0.23 1.76 0.89  -0.124
8 C 1.74 1.33 2.17  -0.022
9 C 2.76 0.46 2.36  0.055
10 N 2.96 -0.67 1.64  0.007
11 C 4.03 -1.57 2.03  -0.260
12 C 4.09 -2.01 3.46  -0.072
13 C 3.69 -2.98 2.39  -0.102
14 C 2.14 -0.96 0.58  -0.117
15 C 2.41 -2.00 -0.31  0.059
16 C 1.55 -2.31 -1.36  -0.141
17 N 1.93 -3.33 -2.27  -0.110
18 C 2.31 -4.64 -1.79  -0.116
19 C 3.56 -5.09 -2.57  -0.071
20 N 3.58 -4.32 -3.85  0.052
21 C 2.22 -4.30 -4.47  -0.072
22 C 1.33 -3.39 -3.60  -0.127
23 C 1.69 2.53 3.12  -0.630
24 O 2.50 2.52 4.04  0.042
25 O 0.89 3.47 2.82  -0.133
26 H -0.77 0.09 -0.79  0.122
27 H 3.48 0.66 3.15  0.152
28 H 4.97 -1.38 1.52  0.154
29 H 3.31 -1.65 4.12  0.115
30 H 5.06 -2.10 3.92  0.112
31 H 2.65 -3.27 2.35  0.113
32 H 4.38 -3.77 2.12  0.103
33 H 3.32 -2.58 -0.19  0.114
34 H 1.50 -5.36 -1.93  0.138
35 H 2.53 -4.60 -0.72  0.127
36 H 3.53 -6.15 -2.80  0.137
37 H 4.48 -4.87 -2.03  0.136
38 H 4.29 -4.69 -4.49  0.188
39 H 3.81 -3.35 -3.62  0.186
40 H 1.86 -5.33 -4.49  0.137
41 H 2.28 -3.94 -5.49  0.139
42 H 0.31 -3.78 -3.61  0.133
43 H 1.31 -2.38 -4.01  0.137
44 O -0.60 1.33 4.08  -0.232
45 N -0.36 1.94 5.24  -0.204
46 C 0.48 1.35 6.11  -0.032
47 C 0.73 1.87 7.35  -0.056
48 C 0.10 3.06 7.72  -0.059
49 C -0.74 3.67 6.81  -0.085
50 C -0.96 3.12 5.55  -0.633
51 S -1.99 3.89 4.40  0.601
52 H 0.93 0.44 5.75  0.132
53 H 1.42 1.37 8.01  0.107
54 H 0.27 3.50 8.69  0.110
55 H -1.24 4.60 7.04  0.106
56 C -6.15 1.58 -1.07  -0.094
57 C -5.23 0.39 -0.81  -0.235
58 C -4.01 0.77 0.01  -0.202
59 N -3.14 1.67 -0.73  0.036
60 C -2.60 2.79 -0.27  -0.745
61 S -3.06 3.47 1.23  0.655
62 N -1.68 3.48 -1.02  0.109
63 C -1.01 3.14 -2.21  -0.397
64 O 0.15 3.45 -2.33  0.137
65 C -1.78 2.54 -3.33  -0.172
66 C -3.07 2.96 -3.65  -0.030
67 C -3.72 2.44 -4.75  -0.060
68 C -3.08 1.50 -5.56  -0.067
69 C -1.79 1.10 -5.26  -0.070
70 C -1.13 1.63 -4.16  -0.024
71 H -7.00 1.29 -1.68  0.074
72 H -5.61 2.38 -1.59  0.059
73 H -6.53 1.99 -0.13  0.082
74 H -4.91 -0.05 -1.77  0.105
75 H -5.78 -0.39 -0.27  0.112
76 H -3.43 -0.13 0.27  0.124
77 H -4.30 1.26 0.93  0.079
78 H -2.84 1.34 -1.64  0.124
79 H -1.15 4.13 -0.46  0.135
80 H -3.56 3.71 -3.03  0.124
81 H -4.72 2.77 -5.00  0.113
82 H -3.59 1.09 -6.42  0.109
83 H -1.28 0.40 -5.91  0.103
84 H -0.11 1.35 -3.93  0.118

* orbital gap (alpha / beta): 4.562 / 4.517 eV
* total energy: -2974.715787 Eh
* net charge: +1
* HOMO (alpha / beta): -7.9 / -7.9 eV
* E_LUMO (alpha / beta): -3.38 / -3.38 eV
* F_max: 1.5 eV/A

=====

# C33H36IrN4O3PS2

A structure of composition C33H36IrN4O3PS2 (wB97M-V/def2-TZVPD, the OMol25 dataset).

Last column: Löwdin charge in e.
Positions of all 80 atoms, in Å:
1 Ir 0.61 -0.37 0.80  1.258
2 C 4.71 0.26 0.72  -0.077
3 O 5.24 0.14 2.02  -0.069
4 C 4.45 -0.41 2.99  -0.200
5 C 5.11 -0.94 4.08  -0.002
6 C 4.43 -1.60 5.09  -0.090
7 C 3.07 -1.76 5.01  -0.060
8 C 2.34 -1.17 3.96  -0.143
9 C 0.94 -1.38 3.90  -0.054
10 N 0.13 -0.95 2.96  -0.110
11 N -1.16 -1.25 3.11  0.038
12 C -1.98 -0.85 2.15  -0.480
13 O -1.62 -0.15 1.15  -0.155
14 C -3.36 -1.36 2.25  -0.146
15 C -4.33 -0.95 1.35  -0.026
16 C -5.57 -1.55 1.35  -0.082
17 C -5.85 -2.56 2.26  -0.090
18 C -4.90 -2.94 3.20  -0.080
19 C -3.66 -2.34 3.20  -0.028
20 C 3.01 -0.41 2.95  -0.290
21 O 2.37 0.28 2.09  -0.201
22 H 5.55 0.58 0.09  0.095
23 H 3.91 1.00 0.69  0.059
24 H 4.33 -0.69 0.35  0.105
25 H 6.19 -0.85 4.11  0.119
26 H 4.98 -2.02 5.92  0.101
27 H 2.53 -2.33 5.75  0.107
28 H 0.49 -1.96 4.70  0.133
29 H -4.07 -0.16 0.65  0.096
30 H -6.33 -1.24 0.64  0.101
31 H -6.81 -3.05 2.23  0.100
32 H -5.13 -3.70 3.92  0.101
33 H -2.90 -2.64 3.90  0.104
34 C 1.18 3.25 2.30  -0.055
35 C 0.54 2.99 0.94  -0.198
36 N 1.48 3.19 -0.15  -0.069
37 C 1.77 4.57 -0.47  -0.203
38 C 0.82 5.13 -1.53  -0.060
39 C 1.99 2.17 -0.86  -0.418
40 C 2.99 2.46 -1.94  0.009
41 N 1.66 0.94 -0.63  -0.031
42 H 0.44 3.15 3.08  0.083
43 H 1.62 4.25 2.36  0.067
44 H 1.96 2.51 2.47  0.058
45 H -0.32 3.66 0.78  0.126
46 H 0.18 1.95 0.91  0.056
47 H 2.81 4.67 -0.80  0.114
48 H 1.66 5.15 0.45  0.114
49 H 0.81 4.50 -2.41  0.062
50 H 1.14 6.13 -1.81  0.078
51 H -0.19 5.18 -1.14  0.072
52 H 3.89 2.89 -1.50  0.094
53 H 2.60 3.15 -2.68  0.083
54 H 3.26 1.54 -2.44  0.056
55 H 2.09 0.30 -1.30  -0.060
56 S 1.80 -0.89 -3.29  0.256
57 P 0.15 -1.51 -2.41  0.088
58 S 0.39 -2.42 -0.60  0.241
59 C -0.75 -2.64 -3.53  -0.390
60 C -1.07 -2.11 -4.78  -0.103
61 C -1.80 -2.86 -5.68  -0.076
62 C -2.20 -4.15 -5.34  -0.085
63 C -1.87 -4.67 -4.11  -0.081
64 C -1.14 -3.92 -3.20  -0.099
65 C -1.15 -0.22 -2.29  -0.399
66 C -2.43 -0.61 -1.93  -0.096
67 C -3.47 0.29 -2.04  -0.081
68 C -3.23 1.58 -2.49  -0.073
69 C -1.95 1.98 -2.81  -0.077
70 C -0.90 1.07 -2.72  -0.114
71 H -0.75 -1.11 -5.03  0.100
72 H -2.05 -2.45 -6.65  0.104
73 H -2.77 -4.73 -6.05  0.102
74 H -2.18 -5.68 -3.85  0.103
75 H -0.89 -4.33 -2.22  0.075
76 H -2.61 -1.62 -1.58  0.115
77 H -4.48 -0.02 -1.80  0.104
78 H -4.06 2.28 -2.60  0.104
79 H -1.76 2.98 -3.16  0.099
80 H 0.10 1.35 -3.00  0.069

* <S²>: 6.021
* orbital gap (alpha / beta): 7.450 / 5.639 eV
* total energy: -2965.849483 Eh
* HOMO (alpha / beta): -7.4 / -7.5 eV
* multiplicity: 5
* E_LUMO (alpha / beta): 0.09 / -1.89 eV
* F_max: 1.6 eV/A

=====

# C33H36N3O4PPtS6

A structure of composition C33H36N3O4PPtS6 (wB97M-V/def2-TZVPD, the OMol25 dataset).

Last column: Löwdin charge in e.
Positions of all 84 atoms, in Å:
1 Pt -1.78 -1.19 0.25  0.689
2 C -1.04 3.43 3.33  -0.044
3 C -0.91 2.03 3.89  -0.261
4 C -0.49 1.88 5.21  -0.046
5 C -0.33 0.63 5.79  -0.069
6 C -0.58 -0.51 5.05  -0.067
7 C -0.99 -0.39 3.74  -0.100
8 C -1.16 0.86 3.14  -0.309
9 P -1.74 0.82 1.42  0.952
10 C -0.73 2.12 0.63  -0.338
11 C 0.64 1.88 0.81  -0.113
12 C 1.59 2.71 0.26  -0.081
13 C 1.19 3.82 -0.48  -0.074
14 C -0.16 4.05 -0.67  -0.048
15 C -1.15 3.22 -0.13  -0.280
16 C -2.59 3.55 -0.44  -0.028
17 C -3.52 1.13 1.51  -0.331
18 C -4.14 1.82 2.55  -0.074
19 C -5.52 1.82 2.68  -0.080
20 C -6.28 1.08 1.78  -0.073
21 C -5.67 0.38 0.75  -0.038
22 C -4.29 0.42 0.56  -0.338
23 C -3.63 -0.26 -0.58  -0.227
24 H -1.35 4.11 4.12  0.086
25 H -1.76 3.51 2.52  0.056
26 H -0.08 3.79 2.94  0.091
27 H -0.30 2.78 5.79  0.113
28 H -0.01 0.56 6.82  0.105
29 H -0.44 -1.50 5.49  0.109
30 H -1.18 -1.28 3.15  0.035
31 H 0.95 1.02 1.39  0.112
32 H 2.65 2.51 0.41  0.103
33 H 1.92 4.48 -0.92  0.107
34 H -0.48 4.90 -1.27  0.120
35 H -2.68 3.84 -1.49  0.088
36 H -2.93 4.40 0.16  0.094
37 H -3.27 2.73 -0.25  0.053
38 H -3.54 2.33 3.30  0.097
39 H -5.99 2.36 3.49  0.102
40 H -7.36 1.04 1.89  0.104
41 H -6.27 -0.20 0.06  0.113
42 H -3.22 0.44 -1.31  0.025
43 H -4.27 -0.98 -1.09  0.045
44 C 7.63 -0.94 -2.35  -0.109
45 C 6.24 -0.39 -2.02  -0.308
46 S 5.08 -0.95 -3.22  0.629
47 O 5.55 -0.60 -4.53  -0.297
48 O 4.74 -2.32 -2.91  -0.310
49 C 3.64 0.02 -2.86  -0.212
50 C 2.43 -0.56 -3.61  -0.118
51 N 1.19 -0.27 -2.89  0.059
52 C 0.66 -1.08 -1.95  -0.284
53 N -0.45 -0.54 -1.44  0.001
54 C -0.67 0.62 -2.11  -0.040
55 C 0.33 0.80 -3.00  -0.121
56 N 0.56 1.96 -3.83  -0.323
57 O 1.65 2.06 -4.38  0.079
58 O -0.36 2.75 -3.93  0.102
59 C 1.25 -2.38 -1.56  0.024
60 H 8.34 -0.58 -1.61  0.080
61 H 7.95 -0.63 -3.34  0.077
62 H 7.62 -2.03 -2.31  0.083
63 H 6.22 0.71 -2.05  0.108
64 H 5.87 -0.74 -1.05  0.107
65 H 3.84 1.05 -3.15  0.110
66 H 3.49 -0.05 -1.78  0.112
67 H 2.51 -1.64 -3.70  0.111
68 H 2.37 -0.13 -4.61  0.128
69 H -1.51 1.26 -1.94  0.105
70 H 1.52 -2.97 -2.44  0.098
71 H 0.53 -2.93 -0.97  0.022
72 H 2.16 -2.25 -0.96  0.105
73 C -1.39 -6.36 -1.96  -0.398
74 S -1.65 -6.86 -0.24  0.814
75 C -0.80 -5.58 0.60  -1.008
76 C -1.10 -4.27 0.61  -1.106
77 S -2.41 -3.41 -0.20  0.489
78 S -0.02 -3.28 1.56  0.801
79 C 1.05 -4.52 2.14  -1.496
80 S 2.34 -4.22 3.12  0.520
81 S 0.60 -6.07 1.53  0.912
82 H -1.92 -7.10 -2.55  0.033
83 H -0.34 -6.38 -2.21  0.041
84 H -1.82 -5.38 -2.14  -0.001

* <S²>: 2.011
* orbital gap (alpha / beta): 5.576 / 6.504 eV
* total energy: -4594.015461 Eh
* HOMO (alpha / beta): -6.4 / -7.4 eV
* multiplicity: 3
* E_LUMO (alpha / beta): -0.85 / -0.92 eV
* F_max: 0.8 eV/A

=====

- What is the total energy in the first record?
  -2974.715787 Eh

=====

- Among the records above, which one has the lowest total energy?
  C33H36N3O4PPtS6

=====

- Look up the total energy of the second one.
  -2965.849483 Eh